1:
DFT (ωB97M-V with the def2-TZVPD basis set) results for 3 unconnected molecules or ions with the total composition C3H16N2O2.

Element x y z (Å)
C 1.927 -0.075 0.139
C 0.476 0.360 0.134
C -0.433 -0.470 1.095
N -1.661 0.323 1.400
N 2.492 -0.497 -1.205
H 2.084 -0.819 0.912
H 2.557 0.801 0.279
H 0.075 0.416 -0.881
H 0.428 1.377 0.577
H -0.604 -1.437 0.644
H 0.214 -0.545 1.964
H -1.610 1.249 0.979
H -2.540 -0.213 1.347
H -1.759 0.448 2.413
H 3.511 -0.633 -1.255
H 2.482 0.386 -1.732
H 2.023 -1.280 -1.668
H 1.973 -0.126 -4.970
H 0.577 0.396 -4.352
O 1.448 0.032 -4.196
H -4.591 -0.293 2.764
H -3.525 -0.083 3.771
O -3.831 0.294 2.928

Summary:
- Frontier orbital gap: 11.4694 eV
- E_HOMO: -17.87 eV
- Total charge: +2

=====

2:
DFT (ωB97M-V with the def2-TZVPD basis set) results for 3 unconnected molecules or ions with the total composition C3H16N2O2.

Element x y z (Å)
C -0.565 1.073 0.391
C 0.677 0.588 -0.360
C 0.820 -0.939 -0.582
N 0.446 -1.825 0.588
N -1.127 2.316 -0.254
H -0.279 1.289 1.416
H -1.378 0.359 0.331
H 1.591 0.901 0.115
H 0.826 0.993 -1.360
H 0.252 -1.268 -1.442
H 1.863 -1.163 -0.756
H -0.151 -1.400 1.293
H -0.006 -2.687 0.290
H 1.302 -2.100 1.136
H -1.800 2.739 0.390
H -1.586 2.043 -1.167
H -0.379 2.993 -0.404
H -2.514 1.590 -3.218
H -3.304 0.908 -2.091
O -2.405 1.172 -2.349
H 1.990 -2.058 3.243
H 3.372 -2.282 2.632
O 2.432 -2.269 2.404

Summary:
- Frontier orbital gap: 12.6987 eV
- E_HOMO: -19.11 eV
- Total charge: +2

=====

3:
DFT (ωB97M-V with the def2-TZVPD basis set) results for 3 unconnected molecules or ions with the total composition C3H16N2O2.

Element x y z (Å)
C 0.030 -0.625 1.183
C -0.901 -0.696 -0.029
C -0.472 0.018 -1.276
N -0.412 1.552 -1.114
N 0.801 -1.896 1.354
H -0.481 -0.432 2.124
H 0.712 0.221 1.100
H -1.957 -0.528 0.186
H -0.925 -1.733 -0.402
H 0.509 -0.296 -1.638
H -1.143 -0.107 -2.123
H 0.416 1.844 -0.590
H -0.549 1.997 -2.028
H -1.215 1.956 -0.605
H 1.495 -1.790 2.082
H 1.368 -2.102 0.527
H 0.237 -2.731 1.511
H 4.008 -2.312 0.316
H 4.092 -0.966 1.020
O 3.466 -1.575 0.634
H -2.793 3.431 0.027
H -3.591 3.409 -1.310
O -2.697 3.362 -0.949

Summary:
- Frontier orbital gap: 11.9282 eV
- E_HOMO: -18.51 eV
- Total charge: +2

=====

Most stable: 2 (next structure +8.8 kcal/mol)

=====

1:
DFT (ωB97M-V with the def2-TZVPD basis set) results for 2 unconnected molecules or ions with the total composition C4H12NO2.

Element x y z (Å)
C 1.083 -1.116 1.820
N 0.846 -0.594 0.493
C 0.479 0.818 0.586
C 0.435 1.467 -0.784
C -0.404 0.695 -1.812
O -1.762 0.533 -1.468
H 1.943 -0.640 2.315
H 0.231 -1.038 2.505
H 1.340 -2.179 1.766
H -0.017 -1.112 0.211
H -0.502 0.911 1.089
H 1.180 1.331 1.253
H 1.449 1.424 -1.197
H 0.019 2.465 -0.760
H 0.124 -0.208 -2.138
H -0.475 1.294 -2.732
H -1.854 -0.343 -0.954
H -2.482 -1.907 0.122
O -1.632 -1.801 -0.315

Summary:
- Frontier orbital gap: 8.0177 eV
- E_HOMO: -3.83 eV
- Total charge: -1

=====

2:
DFT (ωB97M-V with the def2-TZVPD basis set) results for 2 unconnected molecules or ions with the total composition C4H12NO2.

Element x y z (Å)
C 0.122 1.387 1.420
C -0.391 0.427 0.222
C -1.755 0.013 0.586
N 0.593 -0.683 -0.221
C 1.905 0.341 -0.939
O 1.910 1.682 -0.812
H 0.554 0.752 2.109
H -0.710 2.016 1.932
H 0.900 2.144 0.992
H -0.473 1.089 -0.665
H -1.813 -0.408 1.565
H -2.315 -0.663 -0.189
H -2.473 0.922 0.579
H 0.927 -0.989 0.701
H 1.807 0.062 -1.870
H 2.796 -0.221 -0.432
H -0.178 -2.987 -2.324
H -0.421 -2.166 -0.987
O -0.985 -2.719 -1.667

Summary:
- Frontier orbital gap: 7.5081 eV
- E_HOMO: -3.40 eV
- Total charge: -1

=====

Most stable: 1 (next structure +48.2 kcal/mol)

=====

1:
DFT (ωB97M-V with the def2-TZVPD basis set) results for 2 unconnected molecules or ions with the total composition C4H12NO2.

Element x y z (Å)
C -0.830 1.031 0.437
O -1.478 0.006 -0.229
C 0.696 0.885 0.114
C 1.254 -0.422 0.627
C 1.662 -1.475 -0.419
N 2.895 -1.203 -1.140
H -0.978 1.009 1.537
H -1.144 2.050 0.118
H 1.198 1.728 0.635
H 0.740 1.014 -0.965
H 0.479 -1.030 1.132
H 2.039 -0.374 1.388
H 1.810 -2.409 0.169
H 0.926 -1.823 -1.143
H 2.861 -1.050 -2.135
H 3.510 -0.491 -0.778
H -2.870 0.621 0.119
H -4.062 0.401 1.129
O -3.714 1.065 0.528

Summary:
- Frontier orbital gap: 7.2090 eV
- E_HOMO: -3.14 eV
- Total charge: -1

=====

2:
DFT (ωB97M-V with the def2-TZVPD basis set) results for a molecular structure, C4H12NO2.

Element x y z (Å)
C -0.716 1.013 -2.125
C -0.149 0.151 -0.972
C -0.838 0.281 0.403
C -1.005 -0.973 1.251
O -0.119 -1.060 2.311
N 1.327 0.414 -0.923
H -1.740 0.738 -2.346
H -0.049 0.921 -2.988
H -0.553 2.043 -1.748
H -0.202 -0.913 -1.284
H -1.845 0.679 0.130
H -0.445 1.081 1.038
H -0.812 -1.852 0.567
H -2.032 -1.177 1.663
H 1.704 0.318 0.034
H 1.445 1.354 -1.291
H 2.803 -1.383 1.979
H 1.003 -0.975 2.130
O 2.224 -0.660 2.175

Summary:
- Frontier orbital gap: 7.5537 eV
- E_HOMO: -3.78 eV
- Total charge: -1

=====

3:
DFT (ωB97M-V with the def2-TZVPD basis set) results for 2 unconnected molecules or ions with the total composition C4H12NO2.

Element x y z (Å)
C -0.319 -1.153 -0.919
O 0.981 -1.637 -1.014
C -0.340 0.464 -1.238
C -0.355 1.217 0.159
C 0.071 2.660 0.105
N 0.828 0.746 -2.061
H -1.111 -1.599 -1.588
H -0.687 -1.181 0.110
H -1.292 0.465 -1.770
H -1.329 1.133 0.680
H 0.358 0.600 0.726
H 1.164 2.624 0.028
H -0.001 3.396 0.915
H -0.392 3.190 -0.755
H 1.523 1.330 -1.620
H 1.257 -0.179 -2.230
H -1.040 -1.987 3.122
H 0.001 -1.700 4.061
O -0.860 -2.144 4.065

Summary:
- Frontier orbital gap: 6.3887 eV
- E_HOMO: -2.78 eV
- Total charge: -1

=====

Most stable: 2 (next structure +3.0 kcal/mol)